Record 1
Molecular formula: C5H6O2
Method: DFT, wB97M-V/def2-TZVPD

Each line ends with the natural charge from an NBO analysis.
CARTESIAN COORDINATES (ANGSTROEM)
C (-1.672481, -0.050272, 1.137455)  -0.288
C (-0.633738, 0.025632, 0.313431)  -0.164
C (-0.502921, -0.322174, -1.143017)  -0.098
O (0.868011, -0.673067, -1.320153)  -0.515
C (1.660323, 0.047643, -0.397569)  -0.180
C (0.733845, 0.439526, 0.748161)  0.537
O (1.049602, 0.975586, 1.784387)  -0.513
H (-1.550962, 0.227841, 2.181712)  0.220
H (-2.650858, -0.395499, 0.812650)  0.202
H (-1.113372, -1.173358, -1.455165)  0.205
H (-0.761674, 0.543951, -1.774106)  0.180
H (2.470892, -0.594900, -0.039442)  0.217
H (2.103328, 0.949086, -0.848338)  0.197

Cartesian forces (eV/Å) of the 6 atoms listed first:
C 0.1 0.0 -0.1
C -0.2 0.0 0.1
C -0.3 0.0 0.0
O 0.0 -0.1 -0.1
C 0.2 0.1 0.2
C 0.2 0.1 0.3

Energy relative to the best compared isomer or geometry (same formula, charge and spin)   114.23 kJ/mol
HOMO level   -9.72 eV
Charge   0
Max |F|   0.52 eV Å⁻¹

Record 2
Molecular formula: C4H6N2
Method: DFT, wB97M-V/def2-TZVPD

Each line ends with the natural charge from an NBO analysis.
CARTESIAN COORDINATES (ANGSTROEM)
N (-0.516993, -0.336371, 2.472517)  -0.354
C (-0.354759, 0.461453, 1.643790)  0.263
C (0.212659, 0.909352, 0.364313)  -0.151
C (0.811433, -0.544029, 0.054680)  -0.401
C (-0.298030, -0.595842, -1.044525)  -0.225
N (-0.564969, 0.837154, -0.860517)  -0.599
H (0.827803, 1.817301, 0.451975)  0.227
H (1.796253, -0.439872, -0.424833)  0.221
H (0.607353, -1.114417, 1.076355)  0.272
H (-1.138075, -1.245402, -0.788327)  0.185
H (0.007544, -0.820749, -2.074664)  0.192
H (-1.537698, 1.126495, -0.843171)  0.371

Cartesian forces (eV/Å) of the 6 atoms listed first:
N -0.7 1.6 0.1
C -0.8 -0.4 1.3
C 0.3 -0.2 0.3
C 0.0 0.2 0.3
C -0.1 -0.4 0.0
N -0.4 0.1 0.1

Energy relative to the best compared isomer or geometry (same formula, charge and spin)   275.07 kJ/mol
HOMO level   -9.77 eV
Charge   0
Max |F|   3.72 eV Å⁻¹

Record 3
Molecular formula: C5H15NO2
Method: DFT, wB97M-V/def2-TZVPD

Each line ends with the natural charge from an NBO analysis.
CARTESIAN COORDINATES (ANGSTROEM)
N (-1.201895, 2.669458, 0.996128)  -0.841
C (-0.552595, 1.933073, -0.135508)  -0.245
C (-1.186018, 0.579801, -0.488571)  -0.415
C (-0.501142, -0.614073, 0.260153)  -0.393
C (-0.684728, -1.961424, -0.496059)  -0.452
C (0.597864, -2.542958, -1.048135)  -0.063
O (1.109390, -3.669727, -0.312102)  -0.718
H (-2.096981, 3.010759, 0.664856)  0.348
H (-1.415123, 2.005975, 1.736458)  0.344
H (-0.737498, 2.625665, -0.956915)  0.188
H (0.465909, 1.737138, 0.180218)  0.227
H (-2.248299, 0.463400, -0.252667)  0.197
H (-1.047757, 0.339823, -1.545686)  0.197
H (0.565840, -0.375346, 0.323748)  0.195
H (-0.852930, -0.605894, 1.294012)  0.193
H (-1.192429, -2.607726, 0.229946)  0.215
H (-1.454724, -1.815584, -1.255118)  0.213
H (0.456549, -2.929877, -2.056745)  0.179
H (1.390019, -1.789737, -1.057879)  0.163
H (0.872807, -3.535999, 0.614700)  0.459
O (2.073105, 2.858374, 1.010214)  -0.952
H (2.324148, 3.363715, 0.237632)  0.473
H (1.422101, 3.355830, 1.519301)  0.486

Cartesian forces (eV/Å) of the 6 atoms listed first:
N 0.2 -0.6 -0.1
C -1.9 0.0 0.7
C 0.7 -1.3 0.4
C 0.2 0.9 -0.6
C -0.9 0.8 1.4
C 0.4 -0.8 0.0

Energy relative to the best compared isomer or geometry (same formula, charge and spin)   143.40 kJ/mol
HOMO level   -9.49 eV
Charge   0
Max |F|   2.06 eV Å⁻¹

Record order is preserved below.
Kohn-Sham gap: 9.779, 10.578, 10.439 eV